Entry 1:
Molecular formula: C27H24N9OOsSSe
Method: DFT, wB97M-V/def2-TZVPD

HOMO (alpha / beta) ... -12.98 / -13.16 eV
Net charge ... +2
Multiplicity ... 6
Electronic energy ... -122478.91398 eV
Kohn-Sham gap (alpha / beta) ... 7.098 / 6.107 eV
Lowest unoccupied orbital energy (alpha / beta) ... -0.2162 / -0.2592 Eh
Maximum force ... 0.492 eV/A
ΔE to the lowest compared entry with this formula, charge and spin ... 0.0000 eV

CARTESIAN COORDINATES (ANGSTROEM)
Os1 0.3279 0.2547 0.0980
C1 3.5002 -4.4834 -2.3308
C2 2.3351 -3.6509 -2.8379
N1 1.2477 -3.6102 -1.8566
C3 0.6183 -2.5512 -1.3498
S1 1.1061 -0.9366 -1.8903
N2 -0.3587 -2.7835 -0.5009
N3 -0.9424 -1.6485 -0.0633
C4 -2.1010 -1.6773 0.4750
C5 -2.8858 -2.9253 0.7083
C6 -2.6962 -0.3459 0.7274
C7 -3.9840 -0.2150 1.2162
C8 -4.5973 1.0287 1.2057
C9 -3.9226 2.1042 0.6560
C10 -2.6256 1.9057 0.2217
N4 -1.9979 0.7302 0.3091
H1 4.2957 -4.5041 -3.0756
H2 3.1970 -5.5145 -2.1409
H3 3.9019 -4.0685 -1.4041
H4 1.9502 -4.0635 -3.7708
H5 2.6500 -2.6319 -3.0408
H6 0.8971 -4.4974 -1.5227
H7 -2.3395 -3.7800 0.3268
H8 -3.8582 -2.8730 0.2155
H9 -3.0632 -3.0701 1.7779
H10 -4.5189 -1.0879 1.5629
H11 -5.6087 1.1419 1.5751
H12 -4.3895 3.0733 0.5494
H13 -2.0881 2.7032 -0.2661
Se1 6.6001 4.9482 -0.5182
N5 6.4062 3.1970 -0.3832
C11 5.1418 2.9823 -0.1298
C12 4.5733 1.6570 0.0874
C13 5.3403 0.4920 0.1281
C14 4.7289 -0.7090 0.4184
C15 3.3579 -0.7278 0.6331
N6 2.6179 0.3760 0.5733
C16 3.2039 1.5533 0.3125
C17 2.3375 2.7358 0.3658
N7 1.0190 2.5318 0.5978
C18 0.2629 3.5960 0.8632
C19 0.7382 4.9005 0.8184
C20 2.0543 5.1146 0.4829
C21 2.8840 4.0125 0.2741
C22 4.3092 4.1466 -0.0170
N8 4.9024 5.3007 -0.1777
H14 6.4059 0.5577 -0.0541
H15 5.2966 -1.6275 0.4774
H16 2.8296 -1.6458 0.8608
H17 -0.7569 3.4068 1.1474
H18 0.0694 5.7208 1.0395
H19 2.4745 6.1105 0.4137
O1 0.3630 -0.8297 2.0842
N9 0.4523 -0.3087 3.3133
C23 -0.3154 -0.8599 4.2685
C24 -0.2563 -0.4006 5.5648
C25 0.6007 0.6403 5.8859
C26 1.3849 1.1900 4.8829
C27 1.2986 0.6963 3.6000
H20 -0.9425 -1.6721 3.9352
H21 -0.8804 -0.8680 6.3135
H22 0.6617 1.0121 6.8999
H23 2.0765 1.9955 5.0880
H24 1.8866 1.0545 2.7711



Entry 2:
Molecular formula: H4N4O2
Method: DFT, wB97M-V/def2-TZVPD

HOMO ... -9.64 eV
Net charge ... 0
Electronic energy ... -10114.48982 eV
SMILES ... N/N=N\O.N=O
Kohn-Sham gap ... 9.245 eV
Lowest unoccupied orbital energy ... -0.0145 Eh
Maximum force ... 4.340 eV/A
ΔE to the lowest compared entry with this formula, charge and spin ... 0.9771 eV

CARTESIAN COORDINATES (ANGSTROEM)
N1 -0.8168 -0.1584 -1.2071
N2 -1.2287 0.7131 -0.2653
N3 3.4180 -1.0207 0.3756
N4 -0.2872 -1.2181 -1.0031
O1 -0.2721 -1.5782 0.4224
O2 2.8840 -0.3693 -0.4848
H1 -1.3462 0.2902 0.7313
H2 -1.8259 1.4004 -0.6296
H3 4.3509 -1.4508 0.0351
H4 0.4656 -2.2003 0.5295